Density functional theory data (ωB97M-V with the def2-TZVPD basis set) for a 3-piece molecular cluster, C3H11NO3 overall in a non-equilibrium geometry.

Element x y z (Å)
C (-0.579, -1.549, -1.588)
C (0.287, -1.840, -0.238)
N (0.814, -0.606, 0.358)
C (1.380, 0.461, -0.455)
O (0.687, 1.510, -0.604)
H (-0.944, -2.490, -2.111)
H (-1.416, -0.800, -1.308)
H (0.100, -1.084, -2.365)
H (1.069, -2.522, -0.414)
H (-0.410, -2.170, 0.532)
H (0.706, -0.314, 1.289)
H (2.461, 0.542, -0.524)
O (-1.830, 1.926, 0.792)
H (-1.305, 1.436, 0.174)
H (-2.657, 2.046, 0.260)
O (0.923, 1.786, 2.240)
H (0.111, 1.976, 2.742)
H (0.604, 1.690, 1.220)

Values from the calculation:
- SMILES string: CCNC=O.O.O
- Energy relative to the best compared isomer or geometry (same formula, charge and spin): 64.8 kcal/mol
- Net charge: 0
- E_LUMO: -0.09 eV
- Molar mass: 109.12 Da

---

Density functional theory data (ωB97M-V with the def2-TZVPD basis set) for one molecule with the formula C5H8O2.

Element x y z (Å)
O (3.105, 0.370, 0.425)
C (1.923, 0.203, 0.293)
C (0.919, -0.801, 0.870)
C (-0.060, -0.360, -0.248)
C (-1.504, -0.076, 0.118)
O (-2.276, -0.171, -1.063)
C (0.860, 0.839, -0.600)
H (0.590, -0.529, 1.882)
H (1.235, -1.848, 0.872)
H (-0.080, -1.095, -1.059)
H (-1.589, 0.914, 0.585)
H (-1.863, -0.811, 0.848)
H (-2.892, 0.564, -1.123)
H (0.506, 1.780, -0.155)
H (1.127, 1.022, -1.644)

Values from the calculation:
- SMILES string: O=C1CC(CO)C1
- Energy relative to the best compared isomer or geometry (same formula, charge and spin): 29.1 kcal/mol
- Net charge: 0
- E_LUMO: 0.75 eV
- Molar mass: 100.12 Da

---

Density functional theory data (ωB97M-V with the def2-TZVPD basis set) for a 14-piece molecular cluster, C5H40N2O14 overall in a non-equilibrium geometry.

Element x y z (Å)
C (-1.832, -0.704, 2.382)
N (-0.902, -1.710, 2.997)
C (-1.255, -0.135, 1.045)
C (-1.435, 1.329, 0.940)
C (-0.596, 2.198, 1.952)
N (-1.822, -0.887, -0.075)
C (-0.905, -1.474, -1.088)
O (-1.566, -2.569, -1.660)
H (-2.843, -1.061, 2.157)
H (-2.004, 0.047, 3.132)
H (-0.606, -2.360, 2.251)
H (-1.461, -2.296, 3.599)
H (-0.160, -0.446, 1.018)
H (-2.507, 1.659, 0.885)
H (-1.156, 1.526, -0.132)
H (-0.524, 3.238, 1.710)
H (-1.287, 2.191, 2.810)
H (0.293, 1.610, 2.025)
H (-2.710, -0.734, -0.531)
H (-0.681, -0.732, -1.854)
H (0.015, -1.907, -0.589)
H (-1.614, -3.395, -1.152)
H (2.704, 3.125, 1.032)
H (2.518, 2.295, -0.206)
O (3.223, 2.579, 0.418)
H (2.320, -1.957, 2.999)
H (1.211, -1.260, 3.726)
O (2.045, -1.079, 3.267)
H (4.647, -0.409, -2.265)
H (3.317, -0.768, -1.409)
O (3.724, -0.170, -2.116)
H (2.270, 0.901, -1.982)
H (0.892, 1.454, -1.780)
O (1.649, 1.165, -1.244)
H (-3.595, -0.703, -2.702)
H (-3.862, 0.409, -3.717)
O (-3.342, 0.251, -2.918)
H (-0.666, 3.364, -2.159)
H (-0.752, 1.988, -2.868)
O (-0.137, 2.678, -2.558)
H (3.571, 1.153, 1.289)
H (3.126, 0.044, 2.247)
O (3.845, 0.274, 1.635)
H (-2.522, 4.372, -0.002)
H (-1.593, 5.376, -0.808)
O (-1.768, 4.449, -0.604)
H (1.916, -4.266, 0.444)
H (1.965, -2.677, 0.603)
O (1.439, -3.506, 0.777)
H (1.425, 5.017, -0.410)
H (0.168, 4.008, 0.099)
O (0.949, 4.544, 0.272)
H (-1.241, -3.946, 1.089)
H (-0.148, -4.237, 0.185)
O (-1.121, -4.398, 0.239)
H (1.908, -0.594, -0.289)
H (3.296, -0.680, 0.444)
O (2.615, -1.230, -0.061)
H (-3.365, -2.796, -2.411)
H (-4.274, -2.170, -1.368)
O (-4.137, -2.205, -2.332)

Values from the calculation:
- Energy relative to the best compared isomer or geometry (same formula, charge and spin): 82.1 kcal/mol
- Net charge: 0
- E_LUMO: 0.07 eV
- Molar mass: 352.38 Da

---

Density functional theory data (ωB97M-V with the def2-TZVPD basis set) for a 2-piece molecular cluster, C15H22N2O6 overall.

Element x y z (Å)
C (3.121, -0.893, 1.636)
C (1.631, -0.786, 1.902)
O (0.962, -0.228, 0.780)
C (0.070, 0.832, 1.067)
C (-0.958, 0.907, -0.079)
C (-2.362, 0.824, 0.402)
C (-3.206, -0.224, 0.489)
C (-3.014, -1.656, 0.102)
C (-3.430, -2.583, 1.227)
O (-2.736, -2.843, 2.174)
N (-4.370, 0.259, 1.067)
C (-4.225, 1.567, 1.330)
C (-5.206, 2.458, 1.993)
N (-3.031, 1.908, 0.923)
C (-2.425, 3.360, 1.031)
O (-2.413, 3.897, -0.056)
O (-2.130, 3.598, 2.182)
H (3.333, -1.433, 0.719)
H (3.587, -1.392, 2.489)
H (3.554, 0.106, 1.584)
H (1.204, -1.774, 2.112)
H (1.469, -0.184, 2.800)
H (0.606, 1.781, 1.166)
H (-0.437, 0.657, 2.021)
H (-0.767, 0.074, -0.753)
H (-0.836, 1.840, -0.629)
H (-3.621, -1.890, -0.779)
H (-1.965, -1.814, -0.143)
H (-4.445, -3.020, 1.142)
H (-5.188, -0.286, 1.273)
H (-6.213, 2.058, 1.904)
H (-4.960, 2.529, 3.056)
H (-5.139, 3.461, 1.580)
O (5.136, 0.040, -0.802)
C (4.878, -0.480, -1.844)
O (4.926, -1.826, -2.011)
C (4.652, -2.174, -3.377)
C (3.876, -0.989, -3.946)
C (4.464, 0.176, -3.149)
H (5.605, -2.328, -3.889)
H (4.093, -3.106, -3.386)
H (3.978, -0.893, -5.024)
H (2.816, -1.097, -3.712)
H (5.358, 0.590, -3.617)
H (3.758, 0.979, -2.956)

Values from the calculation:
- Energy relative to the best compared isomer or geometry (same formula, charge and spin): 0.0 kcal/mol
- Net charge: 0
- E_LUMO: 0.07 eV
- Molar mass: 326.35 Da

---

Density functional theory data (ωB97M-V with the def2-TZVPD basis set) for C18H26BN5Sr as an isolated structure.

Element x y z (Å)
Sr (0.570, 0.279, -0.076)
B (0.842, 1.507, 3.343)
N (0.250, 2.709, 2.524)
C (-0.359, 3.818, 2.970)
C (-0.855, 4.516, 1.880)
C (-0.497, 3.723, 0.780)
N (0.164, 2.645, 1.183)
N (-0.251, 0.395, 3.419)
C (-1.095, 0.162, 4.431)
C (-1.998, -0.812, 4.043)
C (-1.601, -1.120, 2.735)
N (-0.547, -0.397, 2.372)
H (1.812, 1.074, 2.768)
H (1.076, 1.886, 4.471)
H (-0.395, 4.027, 4.027)
H (-1.393, 5.449, 1.880)
H (-0.690, 3.859, -0.273)
H (-0.999, 0.714, 5.352)
H (-2.807, -1.235, 4.613)
H (-2.023, -1.831, 2.040)
C (3.146, -1.893, 2.235)
C (3.167, -2.247, 0.747)
C (4.430, -3.080, 0.456)
C (3.018, -0.998, -0.120)
H (3.253, -2.780, 2.872)
H (2.220, -1.382, 2.505)
H (3.970, -1.210, 2.469)
H (2.312, -2.916, 0.565)
H (5.322, -2.476, 0.656)
H (4.459, -3.370, -0.597)
H (4.488, -3.992, 1.070)
H (3.126, -1.288, -1.180)
H (3.877, -0.331, 0.091)
C (-1.594, -2.368, -2.221)
C (-1.988, -1.326, -3.219)
C (-2.802, -1.627, -4.289)
C (-3.187, -0.670, -5.238)
C (-2.706, 0.635, -5.058)
C (-1.893, 0.993, -4.004)
C (-1.409, 2.400, -3.839)
C (-1.470, 0.026, -2.989)
N (-0.701, 0.320, -1.980)
H (-2.008, -3.350, -2.479)
H (-1.944, -2.108, -1.209)
H (-0.503, -2.451, -2.140)
H (-3.155, -2.654, -4.400)
H (-3.826, -0.927, -6.076)
H (-2.987, 1.405, -5.779)
H (-1.775, 3.044, -4.647)
H (-0.314, 2.438, -3.811)
H (-1.730, 2.812, -2.874)

Values from the calculation:
- Energy relative to the best compared isomer or geometry (same formula, charge and spin): 0.0 kcal/mol
- Net charge: -2
- E_LUMO: 4.79 eV
- Molar mass: 410.87 Da

---

The evaluated electronic energy for the records listed, in turn: -401.3098 -345.7586 -1377.3591 -1145.7306 -1030.8481 Ha.
The evaluated HOMO-LUMO gap for the records listed, in turn: 9.40 10.32 8.71 9.29 3.95 eV.